[1]
Density functional theory data (ωB97M-V with the def2-TZVPD basis set) for a cluster of 8 separate species, C8H32O12 in total.

Cartesian coordinates (Å):
O: -3.86115 4.33778 -1.17925
C: -3.44205 2.98508 -1.08164
C: -1.96560 2.89872 -0.70677
O: -1.73535 3.28875 0.64377
H: -4.14668 4.62333 -0.30894
H: -3.99323 2.50286 -0.26136
H: -3.71172 2.44149 -1.98814
H: -1.38044 3.58669 -1.32702
H: -1.52961 1.91709 -0.89452
H: -2.28471 4.04291 0.87288
O: 3.41011 -2.56746 1.71958
C: 3.99177 -1.50259 0.97294
C: 4.51087 -2.04041 -0.34636
O: 5.42951 -3.10743 -0.17086
H: 3.82531 -3.40909 1.51412
H: 3.27136 -0.69607 0.87414
H: 4.84141 -1.17198 1.58142
H: 4.95820 -1.19127 -0.87440
H: 3.64475 -2.31997 -0.95363
H: 5.46485 -3.60509 -0.99089
O: -1.22299 -1.05360 -1.26377
C: -2.58528 -1.47814 -1.00374
C: -2.83018 -2.92655 -1.42496
O: -1.89274 -3.80799 -0.83429
H: -1.04436 -1.35670 -2.16562
H: -2.67126 -1.35441 0.07499
H: -3.25387 -0.81944 -1.56083
H: -2.75041 -2.91246 -2.51913
H: -3.82493 -3.25113 -1.11149
H: -1.78062 -4.54897 -1.43644
O: -1.96491 -0.59308 2.93259
C: -1.75664 0.70208 2.34257
C: -0.35283 1.15283 2.71564
O: 0.61252 0.21338 2.22452
H: -2.91598 -0.70978 3.01018
H: -1.91539 0.69469 1.26396
H: -2.49308 1.36476 2.80792
H: -0.22667 1.23482 3.79207
H: -0.10596 2.07081 2.19933
H: 0.77037 0.39966 1.28489
O: 0.53802 -2.58510 0.50067
H: -0.20916 -2.08204 0.12811
H: 0.95516 -2.99621 -0.26216
O: 1.09302 0.54856 -0.58649
H: 0.42364 -0.10020 -0.88224
H: 1.83581 0.42632 -1.19968
O: 3.56757 0.90242 -2.02613
H: 4.42663 1.32054 -1.89995
H: 3.50846 0.74414 -2.97544
O: 1.12986 3.58768 0.35603
H: 0.28062 3.28675 0.71763
H: 1.35800 2.91301 -0.29383

Force components x, y, z for each atom (eV/Å):
-0.02 0.04 -0.18
0.14 -0.41 1.03
0.17 0.82 -0.75
-0.21 -0.68 0.25
-0.14 0.11 -0.06
-0.03 -0.12 -0.14
0.29 0.27 -0.18
-0.21 -0.01 -0.27
-0.20 -0.21 0.45
0.12 0.16 -0.19
-0.81 0.24 0.15
1.05 -1.79 0.87
-0.56 1.32 -0.50
-0.24 0.09 0.25
0.35 0.19 -0.18
-0.14 -0.09 -0.21
0.11 0.47 -0.26
0.30 -0.10 -0.09
-0.03 -0.39 0.01
0.05 -0.02 0.03
-0.67 -0.45 -0.73
0.76 -0.17 0.54
0.18 0.38 0.10
0.10 0.25 -0.34
0.26 0.14 0.12
-0.34 0.03 -0.01
-0.26 -0.04 0.24
-0.14 -0.38 -0.07
-0.26 0.34 -0.28
0.06 -0.09 0.18
-0.10 0.10 -0.45
-0.12 -0.18 1.34
0.63 -0.87 -1.44
-0.26 0.04 0.40
0.06 -0.12 0.06
0.14 -0.08 -0.15
0.07 0.40 -0.28
-0.07 0.01 0.03
-0.41 0.68 0.46
0.09 -0.10 0.25
-0.18 0.35 -0.14
0.46 -0.46 0.21
-0.06 -0.05 0.06
-0.34 -0.36 -0.76
0.22 0.41 0.43
0.11 0.23 0.43
0.04 -0.07 -0.32
-0.10 0.00 0.13
0.05 0.05 0.07
-0.09 -0.06 -0.04
0.18 0.26 -0.20
0.00 -0.11 0.13

## Properties
2S+1	1
relative energy (zero: lowest compared OMol25 entry of this formula, charge and spin)	163.2	kJ/mol
net charge	0
gap between HOMO and LUMO	8.84	eV
SMILES string	OCCO.OCCO.OCCO.OCCO.O.O.O.O



[2]
Density functional theory data (ωB97M-V with the def2-TZVPD basis set) for a structure of composition C8H32O8.

Cartesian coordinates (Å):
C: 0.06186 0.93554 -0.38671
O: 0.17007 -0.41122 -0.01411
H: -0.99447 1.12923 -0.57313
H: 0.40382 1.62116 0.38859
H: 0.69568 1.18882 -1.23655
H: 0.93960 -0.42149 0.55976
C: 1.93045 0.70187 2.03560
O: 1.89487 -0.25910 0.99829
H: 0.95000 0.94199 2.44690
H: 2.60335 0.38034 2.83054
H: 2.27132 1.62803 1.57284
H: 2.64136 -0.10351 0.41508
C: -1.19870 0.01785 2.22260
O: -1.95450 1.17120 2.03076
H: -0.84584 -0.04107 3.25222
H: -1.87151 -0.81677 2.02551
H: -0.34077 -0.00433 1.55060
H: -2.68459 1.01240 1.42797
C: -1.24333 0.39783 -3.11112
O: -2.04194 1.39209 -3.71920
H: -0.79021 0.76729 -2.19118
H: -1.84382 -0.47724 -2.86260
H: -0.46464 -0.00818 -3.75682
H: -2.69252 1.70880 -3.08830
C: -2.40012 -0.45658 -0.34934
O: -1.49570 -1.01818 -1.20631
H: -2.46566 -1.00134 0.59249
H: -2.07189 0.54565 -0.07383
H: -3.35469 -0.42004 -0.87427
H: -0.60566 -0.82606 -0.90212
C: 1.85515 -2.61914 0.09358
O: 0.89871 -3.49892 0.53406
H: 2.44880 -2.88675 -0.78052
H: 1.41942 -1.65498 -0.16844
H: 2.65643 -2.45784 0.81471
H: 1.33159 -4.35232 0.45719
C: -0.16276 2.73057 2.56691
O: -0.58207 1.82992 3.51814
H: -0.01248 2.29826 1.57766
H: -0.83381 3.58010 2.43996
H: 0.77652 3.08693 2.98982
H: -1.14125 1.18423 3.07997
C: 1.33519 -0.87416 -2.57227
O: 1.23804 -1.24788 -3.96668
H: 0.86910 -1.59211 -1.89745
H: 2.37736 -0.71712 -2.29416
H: 0.84731 0.09355 -2.45566
H: 1.47693 -2.17732 -3.94100

Force components x, y, z for each atom (eV/Å):
0.70 1.33 0.30
-3.36 2.15 -2.85
1.26 0.90 -0.23
-0.07 -0.44 -0.23
-0.16 0.09 0.02
-0.57 -0.74 -0.07
0.93 1.30 0.66
7.91 1.57 5.05
0.57 -0.82 -0.04
-0.02 0.04 -0.02
0.29 0.17 0.40
0.13 -0.22 -0.13
-0.45 -4.15 -0.90
-3.52 0.57 -2.69
-0.32 -1.17 -0.17
0.80 -0.28 0.42
-1.24 -0.26 1.08
-0.09 -0.27 0.16
-0.80 -0.24 -0.66
0.12 0.84 -0.91
-0.62 0.00 -1.28
0.05 0.60 -0.52
-0.41 0.82 -0.61
0.06 -0.18 0.02
-0.61 -0.60 -0.36
-3.22 -3.02 -1.01
-0.69 -0.28 -0.48
-1.15 -0.16 -0.06
-0.31 0.10 0.26
-0.08 -1.10 0.13
1.88 1.30 -0.77
-0.42 -1.02 -0.09
-0.38 -0.82 -0.57
0.29 -1.88 -0.06
-0.09 0.05 0.60
-0.48 -0.40 0.26
0.56 1.53 0.50
1.97 1.40 2.83
-0.11 0.51 0.67
-0.21 0.15 0.03
0.28 0.53 -0.55
0.41 2.95 2.85
0.11 0.38 -0.84
0.31 -0.12 1.26
0.05 0.00 -0.64
0.35 -0.23 0.12
0.41 -0.72 -0.36
-0.05 -0.17 -0.53

## Properties
2S+1	1
relative energy (zero: lowest compared OMol25 entry of this formula, charge and spin)	1385.5	kJ/mol
net charge	0
gap between HOMO and LUMO	8.51	eV



[3]
Density functional theory data (ωB97M-V with the def2-TZVPD basis set) for a cluster of 8 separate species, C8H32O8 in total.

Cartesian coordinates (Å):
C: -0.34548 0.51709 4.57856
O: -0.06350 1.43430 3.53435
H: -0.88485 0.97577 5.40954
H: -0.94872 -0.28823 4.16055
H: 0.55717 0.03571 4.96916
H: 0.64186 2.02758 3.80740
C: 2.41826 -1.61458 -1.67898
O: 2.21395 -2.53225 -2.73388
H: 3.36745 -1.76090 -1.16368
H: 2.37014 -0.56747 -2.01267
H: 1.60017 -1.66995 -0.96057
H: 2.99478 -2.54014 -3.29181
C: -0.52878 -0.44870 0.53682
O: 0.58618 -0.78243 1.34664
H: -0.54375 -1.18997 -0.25953
H: -1.46873 -0.49451 1.09520
H: -0.48196 0.55519 0.10722
H: 0.68332 -0.13338 2.04922
C: -1.64931 -1.23553 -4.48711
O: -1.26496 -0.98835 -3.14011
H: -2.18392 -2.18996 -4.54294
H: -2.33966 -0.45327 -4.79136
H: -0.80645 -1.28097 -5.17794
H: -0.59542 -1.62867 -2.88111
C: 2.83992 1.61050 1.07052
O: 3.87290 1.23818 0.17717
H: 1.88211 1.51853 0.54858
H: 2.84002 0.98518 1.95880
H: 2.91230 2.65414 1.39530
H: 3.99524 1.94527 -0.46040
C: -3.73658 0.68107 -1.22582
O: -2.61152 1.27887 -1.84717
H: -3.44861 0.21180 -0.28005
H: -4.48040 1.45056 -1.03658
H: -4.15378 -0.08085 -1.88979
H: -2.04604 0.61826 -2.26744
C: -0.49602 3.90767 0.21122
O: 0.22480 4.91558 0.90813
H: 0.23851 3.23584 -0.23504
H: -1.09847 3.26577 0.86355
H: -1.14288 4.31529 -0.56539
H: -0.34553 5.68407 0.98522
C: 0.00358 -4.12611 1.15306
O: 1.26499 -3.51796 1.35200
H: 0.14164 -5.20819 1.20181
H: -0.68919 -3.91155 1.97576
H: -0.41519 -3.85922 0.18006
H: 1.12039 -2.55906 1.35356

Force components x, y, z for each atom (eV/Å):
0.14 -0.44 0.22
0.12 -0.13 -0.29
-0.03 0.08 -0.06
-0.14 0.15 -0.05
0.05 0.16 0.00
-0.06 0.05 0.06
-0.09 0.97 0.22
-0.32 -0.15 -0.05
-0.06 -0.11 0.09
0.25 -0.13 -0.24
0.13 -0.55 -0.01
0.01 0.03 0.00
-0.27 0.05 0.09
0.07 0.01 -0.04
-0.18 0.09 -0.09
0.03 -0.18 0.02
0.27 -0.04 -0.07
-0.14 0.25 0.12
-0.31 -0.56 0.08
0.08 0.26 -0.01
0.01 0.05 -0.12
0.10 0.13 0.04
0.10 0.17 0.09
0.11 -0.01 -0.05
-0.56 0.64 -0.50
0.36 -0.20 0.30
-0.15 -0.14 0.30
0.21 -0.25 -0.15
0.19 -0.03 0.02
-0.04 0.02 0.01
0.59 -0.40 -0.39
0.05 0.63 0.07
-0.16 -0.02 0.05
0.02 0.06 -0.02
-0.24 -0.03 0.17
-0.17 -0.31 0.12
0.10 -0.51 0.00
-0.14 -0.01 0.01
0.00 0.17 -0.20
-0.07 0.29 0.19
0.08 -0.01 -0.09
0.04 0.01 0.10
0.30 -0.33 0.41
-0.11 -0.03 -0.03
0.12 0.04 -0.26
-0.14 0.32 -0.21
-0.23 -0.03 0.04
0.09 -0.02 0.10

## Properties
2S+1	1
relative energy (zero: lowest compared OMol25 entry of this formula, charge and spin)	314.5	kJ/mol
net charge	0
gap between HOMO and LUMO	10.25	eV
SMILES string	CO.CO.CO.CO.CO.CO.CO.CO



[4]
Density functional theory data (ωB97M-V with the def2-TZVPD basis set) for a cluster of 9 separate species, C8H33BF4NO8 in total.

Cartesian coordinates (Å):
B: 0.57403 -0.17873 -0.63044
F: 1.26285 -1.12818 -1.35418
F: -0.35682 0.56036 -1.36134
F: -0.02755 -0.88310 0.33178
F: 1.44663 0.71071 -0.11049
C: 4.87400 -5.19565 -0.20516
C: 4.96535 -3.73312 -0.38610
O: 4.04839 -3.16977 0.56090
H: 5.65777 -5.75092 -0.72042
H: 4.01208 -5.55087 -0.76997
H: 4.85336 -5.54454 0.82729
H: 4.78960 -3.32978 -1.38336
H: 5.98095 -3.47868 -0.08291
H: 3.25391 -3.07290 0.03079
C: 1.01432 -4.37973 4.06838
C: 1.58399 -5.73130 3.68691
O: 2.49430 -6.05540 4.67745
H: 0.34503 -4.52614 4.91615
H: 0.53795 -3.90232 3.21207
H: 1.75235 -3.59697 4.24359
H: 1.81625 -5.64297 2.62562
H: 0.79593 -6.48256 3.73868
H: 2.02193 -6.22258 5.49630
O: -2.20319 -3.52010 -1.11790
H: -1.56786 -2.84602 -0.87663
H: -1.67925 -4.31241 -1.23606
O: 0.55560 4.00872 -0.64118
H: 1.26108 3.85860 -0.01190
H: 0.28958 3.13164 -0.91723
O: 1.00491 -0.05586 4.09255
H: 1.53479 -0.79970 4.37920
H: 0.96934 -0.13957 3.13968
O: 1.25869 0.84889 -4.66293
H: 0.67893 1.57171 -4.90302
H: 0.84462 0.45383 -3.89567
O: 5.18542 3.00743 0.91325
H: 4.62024 2.23729 0.85248
H: 5.09688 3.43779 0.06285
C: -6.19667 4.11552 -0.54687
C: -4.94791 3.41302 -1.21905
C: -3.86555 4.41366 -1.85415
O: -4.37746 5.26592 -2.81785
C: -3.43127 6.24320 -3.25226
N: -4.30157 2.54614 -0.23480
H: -5.97864 4.45201 0.46670
H: -7.08741 3.49030 -0.60840
H: -6.54230 5.06531 -0.95496
H: -5.19774 2.79807 -2.08364
H: -3.04771 3.87185 -2.32920
H: -3.41613 4.91212 -0.99527
H: -3.85037 6.80030 -4.09017
H: -2.44232 5.88901 -3.54315
H: -3.39972 6.93106 -2.40731
H: -3.50029 2.10936 -0.66753
H: -3.96335 3.08607 0.54889

Force components x, y, z for each atom (eV/Å):
0.14 0.09 -0.82
0.78 -0.71 -1.80
-0.69 0.22 -1.03
-1.95 -1.28 2.56
1.76 1.75 1.06
-0.27 -1.95 -1.72
0.72 0.50 1.64
0.14 0.42 -0.73
0.55 0.15 0.06
-0.56 -0.22 0.51
-0.13 0.41 -0.04
-0.02 -0.33 -0.10
0.00 0.68 0.01
-0.52 0.42 0.38
-0.61 0.61 -0.87
-2.31 1.21 0.40
2.36 -0.96 -0.01
-0.10 0.58 -0.01
-0.92 -0.33 0.04
0.54 -0.54 0.61
1.59 -0.60 0.30
-0.42 -0.01 -0.35
-0.12 0.06 -0.15
-0.34 -0.20 -0.06
0.27 0.44 0.14
0.13 -0.13 -0.03
-0.12 0.52 -0.11
0.13 -0.17 0.14
-0.03 -0.53 -0.04
-0.07 0.14 0.33
0.12 -0.16 0.04
-0.09 0.02 -0.47
0.22 0.00 -0.36
-0.12 0.15 0.01
-0.09 -0.19 0.49
0.22 0.16 0.19
-0.23 -0.28 0.00
-0.05 0.08 -0.21
0.59 0.16 -0.77
0.56 1.50 -0.53
-0.47 -1.04 1.26
-0.37 0.43 -1.06
-1.12 0.43 0.74
-0.40 0.12 -0.42
0.14 -0.73 0.33
0.25 -0.31 0.46
0.47 0.00 -0.91
-0.69 -0.15 0.22
0.10 -0.69 0.21
0.11 0.68 0.15
-0.17 -0.25 -0.06
0.00 -0.43 0.25
0.79 0.38 -0.06
0.20 -0.26 0.10
0.07 0.11 0.11

## Properties
2S+1	1
relative energy (zero: lowest compared OMol25 entry of this formula, charge and spin)	169.9	kJ/mol
net charge	-1
gap between HOMO and LUMO	9.60	eV



[5]
Density functional theory data (ωB97M-V with the def2-TZVPD basis set) for a cluster of 8 separate species, C8H34N2O8 in total.

Cartesian coordinates (Å):
C: -0.69497 -4.14308 5.73486
O: -1.02516 -2.98154 4.96866
C: -2.27519 -3.09846 4.34362
C: -2.36437 -1.98738 3.21500
C: -1.95364 -0.52826 3.69642
N: -3.72679 -1.98879 2.70586
H: -0.43726 -4.99420 5.10455
H: -1.57795 -4.47335 6.28200
H: 0.18686 -3.94692 6.34478
H: -2.51996 -4.09712 3.98187
H: -3.02936 -2.99550 5.12382
H: -1.69419 -2.28813 2.40969
H: -0.88027 -0.51350 3.88550
H: -2.47839 -0.39724 4.64277
H: -2.20313 0.28577 3.01583
H: -3.92569 -1.19550 2.11323
H: -4.32062 -1.77214 3.49361
C: -3.10737 4.26654 -3.60492
O: -2.23457 3.31176 -4.10629
C: -2.35516 2.02067 -3.50060
C: -1.64958 0.96880 -4.37832
C: -1.82551 -0.48396 -3.96538
N: -0.19051 1.16722 -4.47406
H: -4.10302 3.82489 -3.56330
H: -2.99617 5.23207 -4.09838
H: -2.94777 4.46856 -2.54576
H: -1.99638 1.97196 -2.47249
H: -3.42005 1.80004 -3.42701
H: -2.08774 1.06431 -5.37180
H: -1.51804 -1.20695 -4.72094
H: -2.88764 -0.63140 -3.76986
H: -1.23567 -0.58707 -3.05457
H: 0.18101 0.28367 -4.79253
H: -0.00122 1.66798 -5.33052
O: 5.72603 5.02077 -2.05338
H: 5.36002 4.58761 -1.28225
H: 4.99813 5.06193 -2.67363
O: 4.71162 1.95420 3.44070
H: 4.24630 1.61459 2.67626
H: 5.57955 1.55363 3.39086
O: 2.66460 -3.47677 2.12207
H: 2.24496 -3.34009 2.97144
H: 2.10518 -4.11382 1.67774
O: 2.51221 0.73375 -0.45294
H: 2.64256 -0.19323 -0.25305
H: 2.15512 0.73984 -1.34102
O: 1.82670 5.81089 -4.72056
H: 1.18477 5.35142 -4.17923
H: 1.33600 6.08262 -5.49618
O: 6.95541 -4.92929 0.60024
H: 6.99008 -5.83230 0.91581
H: 6.05623 -4.64948 0.77178

Force components x, y, z for each atom (eV/Å):
-0.26 0.16 -0.64
0.90 -0.81 0.12
-0.22 1.36 -0.43
0.10 0.70 0.52
0.20 -1.93 0.52
-0.61 -0.29 0.27
0.06 -0.04 -0.45
0.13 0.14 0.61
-0.38 0.25 0.21
0.57 -0.17 -0.71
-0.52 0.70 0.11
0.06 -0.10 -0.03
-0.02 0.17 0.13
0.06 0.40 0.10
-0.16 -0.35 -0.23
0.47 0.05 -0.48
-0.35 -0.28 0.35
-0.43 -0.27 1.38
1.18 -0.82 -0.30
0.00 -0.12 -0.46
0.23 -0.03 -0.87
-0.91 0.84 0.82
0.07 0.20 -0.56
-0.59 0.49 -0.70
-0.25 -0.41 -0.45
0.55 0.09 0.39
0.46 0.37 0.16
-0.30 -0.32 -0.19
-0.23 0.22 -0.17
0.16 0.26 -0.04
0.02 -0.42 0.27
-0.14 -0.53 0.13
0.21 -0.57 0.51
0.01 1.05 0.12
0.24 0.07 -0.02
-0.06 -0.11 0.22
-0.19 0.05 -0.22
-0.06 0.14 0.19
-0.18 -0.06 -0.24
0.23 -0.08 0.01
0.24 0.07 -0.16
-0.11 0.10 0.27
-0.15 -0.16 -0.13
0.06 0.17 0.19
0.05 -0.26 0.11
-0.12 0.09 -0.28
0.25 0.05 0.06
-0.18 -0.18 0.17
-0.08 0.08 -0.21
0.17 0.10 -0.12
0.06 -0.22 0.07
-0.25 0.14 0.06

## Properties
2S+1	1
relative energy (zero: lowest compared OMol25 entry of this formula, charge and spin)	222.4	kJ/mol
net charge	0
gap between HOMO and LUMO	9.71	eV
SMILES string	COC[C@H](C)N.COC[C@H](C)N.O.O.O.O.O.O



Number 1: LUMO level -0.14 eV, maximum force 2.247 eV Å⁻¹, HOMO level -8.98 eV. Number 2: LUMO level 0.00 eV, maximum force 9.518 eV Å⁻¹, HOMO level -8.51 eV. Number 3: LUMO level 0.59 eV, maximum force 0.995 eV Å⁻¹, HOMO level -9.67 eV. Number 4: LUMO level 2.51 eV, maximum force 3.459 eV Å⁻¹, HOMO level -7.10 eV. Number 5: LUMO level 0.19 eV, maximum force 2.007 eV Å⁻¹, HOMO level -9.51 eV.